156
Properties=species:S:1:pos:R:3:forces:R:3:lowdin_charge:R:1 method="wB97M-V/def2-TZVPD" orbital_gap_ha=0.280 charge=+1
C 2.0048 2.2676 7.0879 -0.132 -0.074 0.101 -0.17
C 1.1784 2.4832 5.8281 0.175 0.046 0.085 -0.27
C 1.7574 3.3932 4.7256 0.031 0.078 -0.212 -0.69
I 3.5687 4.4241 5.2242 0.042 0.109 -0.011 0.94
N 2.0587 2.6798 3.4756 0.026 -0.224 0.251 0.07
C 1.2154 2.5218 2.4780 -0.246 0.105 0.161 -0.29
N 1.5652 1.8315 1.3938 0.490 0.819 -0.434 0.24
C 0.8568 1.9351 0.1050 -0.106 -0.078 0.115 -0.37
O 1.4915 3.0197 -0.5381 -0.123 0.002 -0.139 0.05
C 1.0916 0.6193 -0.6278 0.176 -0.022 -0.052 -0.11
O 2.4877 0.4266 -0.7407 0.008 0.024 0.026 -0.17
C 2.9231 0.1197 -2.0569 0.082 0.102 0.111 -0.07
C -0.6408 2.2273 0.3496 -0.119 -0.144 0.152 -0.34
C -1.3631 2.5816 -0.9620 -0.036 0.037 -0.018 -0.12
O -1.7619 1.4014 -1.6161 0.105 -0.063 0.058 -0.11
C -1.6947 1.4402 -3.0286 -0.053 0.101 -0.052 -0.24
O -2.2954 0.3068 -3.5241 -0.033 0.025 0.050 -0.07
C -1.6072 -0.9005 -3.2218 0.090 -0.017 -0.039 -0.18
C -2.5870 -2.0472 -3.3792 0.170 -0.168 0.144 -0.23
O -1.9244 -3.2936 -3.2322 0.118 0.001 0.063 -0.06
O -1.1172 1.0138 0.9267 0.025 -0.003 0.033 -0.08
C -2.5247 0.9189 1.2030 -0.108 0.114 -0.056 -0.14
C -3.1504 -0.3241 0.5849 -0.200 0.017 -0.047 -0.34
C -2.3394 -1.5748 0.9221 0.012 -0.128 0.112 -0.04
C -4.6188 -0.4473 1.0444 0.199 0.308 0.079 -0.15
C -5.4902 0.7766 0.7082 0.193 -0.023 -0.050 -0.42
C -6.9362 0.5930 1.1592 -0.088 -0.242 0.032 -0.08
C -5.4154 1.1541 -0.7812 0.195 0.008 0.178 -0.05
C -0.7558 3.3860 1.3442 0.192 -0.062 -0.130 -0.18
Si -0.2873 5.2312 0.9098 0.065 0.083 -0.063 0.58
C -0.2307 5.7201 -0.8932 -0.082 0.004 -0.030 -0.16
C 1.3599 5.6611 1.6834 0.065 0.037 -0.045 -0.16
C -1.6228 6.2350 1.7235 -0.040 -0.090 0.254 -0.16
N -0.0535 3.0538 2.5918 -0.260 -0.111 -0.115 -0.07
O -0.8522 2.3003 3.4976 0.480 0.123 0.437 0.05
H 2.1779 3.2003 7.6253 0.055 -0.014 -0.061 0.05
H 2.9562 1.7760 6.8865 0.019 0.093 -0.016 0.06
H 1.4632 1.5969 7.7530 0.021 -0.002 -0.005 0.06
H 1.0022 1.5090 5.3672 -0.110 0.035 0.010 0.10
H 0.2079 2.9046 6.0929 -0.011 -0.097 -0.013 0.11
H 1.0673 4.1869 4.4541 -0.059 -0.091 0.047 0.07
H 2.9888 2.2867 3.3935 -0.123 -0.130 0.041 0.13
H 2.5657 1.8072 1.2058 -0.043 -0.399 0.048 0.17
H 1.5710 2.8530 -1.4874 0.025 -0.034 0.189 0.12
H 0.6465 -0.1909 -0.0496 -0.087 0.023 -0.131 0.14
H 0.6165 0.6732 -1.6123 -0.031 -0.038 0.058 0.12
H 2.4343 -0.7828 -2.4347 0.037 0.049 -0.035 0.10
H 3.9981 -0.0388 -2.0033 -0.031 -0.057 -0.036 0.08
H 2.7368 0.9619 -2.7348 -0.054 -0.106 -0.049 0.09
H -2.2367 3.2098 -0.7417 -0.039 -0.014 -0.033 0.13
H -0.6977 3.1845 -1.5886 0.004 -0.036 0.041 0.12
H -2.2459 2.3000 -3.4241 -0.002 -0.043 0.025 0.14
H -0.6343 1.5120 -3.3378 -0.036 -0.007 -0.013 0.14
H -1.2231 -0.8751 -2.1943 -0.056 -0.012 -0.028 0.11
H -0.7637 -1.0434 -3.9100 -0.041 0.057 0.014 0.14
H -3.4006 -1.9557 -2.6516 -0.055 0.120 -0.141 0.12
H -2.9935 -2.0401 -4.3906 -0.133 0.071 0.089 0.11
H -1.6077 -3.3801 -2.3239 -0.111 -0.017 -0.151 0.09
H -2.6628 0.8928 2.2906 0.048 -0.006 -0.024 0.13
H -3.0215 1.8179 0.8416 -0.096 0.030 -0.035 0.12
H -3.1458 -0.1886 -0.4970 0.002 -0.001 -0.031 0.11
H -1.8626 -1.5016 1.9049 -0.052 0.013 -0.019 0.08
H -2.9811 -2.4584 0.9492 0.042 0.011 -0.097 0.08
H -1.5468 -1.7510 0.1901 0.013 0.035 0.075 0.06
H -4.6329 -0.5777 2.1341 -0.022 -0.123 -0.031 0.12
H -5.0531 -1.3538 0.6093 0.009 0.048 -0.045 0.13
H -5.0800 1.6087 1.2878 -0.081 0.092 -0.004 0.12
H -7.5197 0.0589 0.4042 0.048 -0.040 0.038 0.08
H -7.4207 1.5553 1.3310 0.005 -0.007 -0.077 0.08
H -6.9999 0.0199 2.0870 0.010 0.058 0.018 0.08
H -6.3413 1.6359 -1.1005 0.095 0.034 -0.045 0.07
H -4.5848 1.8379 -0.9686 -0.034 0.058 -0.087 0.06
H -5.2375 0.2784 -1.4110 -0.205 -0.046 0.008 0.08
H -1.7959 3.4748 1.6647 -0.054 -0.038 -0.149 0.13
H -1.1106 5.4081 -1.4552 -0.034 -0.025 -0.024 0.02
H -0.2473 6.8149 -0.8909 0.056 -0.029 -0.025 0.05
H 0.6740 5.4005 -1.4116 -0.060 -0.026 0.031 0.03
H 1.6460 6.6316 1.2661 0.041 -0.011 0.065 0.05
H 1.2892 5.7888 2.7660 0.032 -0.048 -0.034 0.02
H 2.1761 4.9729 1.4506 -0.055 0.002 0.002 0.03
H -2.6052 6.0264 1.2925 0.020 0.046 -0.066 0.04
H -1.6755 6.0102 2.7940 -0.017 0.037 -0.040 0.04
H -1.4121 7.3026 1.6216 -0.052 -0.037 -0.014 0.04
H -0.6421 1.3624 3.3471 -0.292 0.083 -0.283 0.12
C 1.9068 -1.5679 8.9008 0.080 -0.050 0.009 -0.34
O 2.4655 -0.6240 8.3621 -0.038 -0.045 -0.072 -0.01
N 1.1266 -2.4519 8.2550 -0.059 0.089 0.036 -0.19
C 0.4859 -3.5556 8.9407 -0.013 -0.055 -0.054 -0.07
C 0.9546 -2.3054 6.8257 -0.003 -0.013 -0.002 -0.05
H 2.0048 -1.7791 9.9752 -0.014 0.006 0.000 0.14
H 0.8532 -4.5100 8.5634 0.006 0.008 0.026 0.08
H -0.5980 -3.5101 8.8147 -0.007 0.038 0.029 0.09
H 0.7301 -3.5070 9.9988 -0.016 -0.021 -0.008 0.08
H 1.9155 -2.3583 6.3102 0.007 -0.008 0.006 0.09
H 0.4996 -1.3422 6.5842 -0.008 0.000 0.006 0.08
H 0.3100 -3.1052 6.4669 0.006 0.009 -0.010 0.09
C -1.9028 -2.3941 -7.3935 0.068 0.057 0.033 -0.37
O -1.3120 -1.6188 -8.1218 -0.028 -0.004 0.029 0.01
N -2.8451 -3.2633 -7.8067 0.038 0.011 -0.036 -0.19
C -3.5078 -4.1802 -6.9021 0.051 0.040 -0.009 -0.05
C -3.1976 -3.2721 -9.2177 -0.019 -0.007 0.001 -0.03
H -1.6967 -2.4504 -6.3098 -0.048 -0.076 0.002 0.12
H -3.3249 -5.2147 -7.1983 -0.020 -0.009 0.016 0.09
H -4.5851 -4.0036 -6.8929 -0.003 -0.016 0.019 0.09
H -3.1196 -4.0398 -5.8935 0.004 -0.016 -0.002 0.07
H -2.3281 -3.4991 -9.8356 0.005 -0.002 0.008 0.08
H -3.5758 -2.2979 -9.5275 -0.006 0.001 0.009 0.10
H -3.9626 -4.0272 -9.3828 0.006 0.006 -0.012 0.09
C 0.3327 -5.6834 -10.5307 0.020 -0.006 0.001 -0.35
O 0.5586 -6.4256 -11.4641 -0.008 0.015 0.019 0.02
N 1.2821 -5.0818 -9.7831 -0.033 -0.030 -0.020 -0.20
C 0.9493 -4.2070 -8.6811 0.047 -0.030 -0.040 -0.06
C 2.6744 -5.3322 -10.1098 0.012 0.011 0.008 -0.04
H -0.6926 -5.4322 -10.2044 0.001 -0.002 -0.001 0.12
H 1.3427 -3.2018 -8.8411 -0.030 0.014 0.008 0.09
H 1.3480 -4.5957 -7.7405 -0.014 0.009 0.011 0.09
H -0.1334 -4.1339 -8.5982 0.004 0.015 0.014 0.06
H 2.8954 -5.0174 -11.1299 -0.007 0.008 0.001 0.09
H 2.9054 -6.3951 -10.0335 -0.007 -0.001 0.008 0.09
H 3.3018 -4.7757 -9.4167 0.007 -0.008 -0.011 0.08
C -4.4068 4.8655 -2.1703 0.164 -0.061 0.152 -0.37
O -4.3898 4.8918 -0.9482 0.153 -0.085 -0.069 -0.01
N -5.5048 4.9892 -2.9235 -0.121 0.017 0.020 -0.19
C -5.4603 4.9424 -4.3710 0.021 0.002 -0.005 -0.05
C -6.7828 5.1767 -2.2521 -0.009 -0.004 -0.020 -0.03
H -3.4849 4.7276 -2.7656 -0.038 0.019 -0.025 0.12
H -5.8315 5.8726 -4.8029 0.003 0.011 0.008 0.09
H -6.0626 4.1167 -4.7524 0.001 -0.012 0.008 0.09
H -4.4307 4.7986 -4.6962 -0.017 0.002 -0.005 0.08
H -6.7695 6.0813 -1.6448 0.009 0.005 -0.009 0.10
H -6.9980 4.3339 -1.5950 0.007 -0.007 -0.006 0.09
H -7.5635 5.2576 -3.0041 -0.007 0.001 0.009 0.09
C 4.2105 -4.7899 8.8299 0.069 0.012 0.080 -0.34
O 3.2842 -4.4446 9.5421 0.007 0.006 -0.065 0.00
N 5.5072 -4.6063 9.1357 -0.037 0.020 0.011 -0.20
C 6.5761 -5.0412 8.2638 -0.003 -0.011 -0.017 -0.06
C 5.8315 -3.9480 10.3909 0.013 0.000 -0.001 -0.03
H 4.0590 -5.2931 7.8601 0.000 -0.006 0.001 0.14
H 7.2190 -5.7682 8.7634 -0.010 -0.006 0.004 0.09
H 7.1909 -4.1970 7.9457 -0.010 0.006 -0.004 0.09
H 6.1490 -5.5113 7.3792 0.016 -0.001 -0.001 0.08
H 5.4312 -4.5091 11.2351 0.002 -0.009 -0.004 0.09
H 5.4046 -2.9453 10.4211 0.004 0.003 -0.011 0.09
H 6.9132 -3.8824 10.4815 -0.008 0.005 0.012 0.09
C 6.7961 -2.3246 -2.3032 -0.011 -0.021 -0.058 -0.36
O 7.1716 -3.0271 -3.2171 -0.018 0.021 0.019 0.03
N 7.6177 -1.7098 -1.4252 0.006 -0.026 -0.029 -0.20
C 7.1274 -0.8837 -0.3471 0.020 -0.016 -0.049 -0.07
C 9.0507 -1.8997 -1.5842 0.009 0.003 0.016 -0.04
H 5.7243 -2.1257 -2.1170 0.019 0.025 0.073 0.12
H 7.5047 0.1376 -0.4385 -0.020 0.011 0.032 0.09
H 7.4336 -1.2828 0.6225 -0.011 0.015 0.011 0.09
H 6.0381 -0.8558 -0.3776 0.004 -0.009 0.000 0.07
H 9.3811 -1.5449 -2.5603 -0.008 0.007 0.000 0.09
H 9.3109 -2.9554 -1.5087 -0.008 -0.001 0.008 0.09
H 9.5666 -1.3440 -0.8042 0.008 -0.007 -0.010 0.09